[1]
Molecular formula: C30H60Cl6FN7O7
Method: DFT, the ωB97M-V functional and the def2-TZVPD basis

```
! wB97M-V def2-TZVPD RIJCOSX def2/J DEFGRID3
* xyz 0 1
F -0.964 1.188 2.950
C -1.014 0.456 4.092
C -1.719 0.917 5.181
C -1.712 0.193 6.360
C -1.073 -1.040 6.378
C -0.378 -1.536 5.280
C -0.394 -0.781 4.117
H -2.248 1.862 5.114
H -2.235 0.527 7.244
H -1.071 -1.609 7.301
H 0.127 -2.489 5.329
H 0.072 -1.151 3.211
C -1.264 -0.158 0.829
N -0.304 0.402 -0.117
C 0.639 -0.318 -0.705
C 1.600 0.402 -1.623
O 0.783 -1.538 -0.533
H -0.753 -0.908 1.434
H -2.094 -0.562 0.262
H -1.546 0.615 1.539
H -0.241 1.411 -0.175
H 2.632 0.246 -1.316
H 1.489 1.488 -1.549
H 1.413 0.014 -2.622
C -7.392 2.566 3.105
N -6.063 2.082 2.801
C -5.083 1.977 3.729
C -3.742 1.496 3.242
O -5.252 2.274 4.902
H -7.661 3.389 2.443
H -7.418 2.925 4.129
H -8.096 1.740 2.977
H -5.786 1.913 1.846
H -3.637 0.411 3.188
H -2.942 1.801 3.913
H -3.557 1.914 2.249
C 2.506 5.318 1.781
N 1.718 4.668 0.753
C 0.670 3.843 0.887
C 0.031 3.641 2.241
O 0.186 3.292 -0.104
H 2.917 6.233 1.347
H 3.372 4.718 2.069
H 1.927 5.626 2.645
H 2.062 4.738 -0.192
H -0.842 4.296 2.211
H 0.679 3.884 3.080
H -0.306 2.613 2.345
C 5.026 1.165 1.064
N 4.627 0.666 2.378
C 3.371 0.635 2.890
C 2.200 1.018 2.012
O 3.190 0.275 4.046
H 6.077 0.945 0.898
H 4.937 2.256 1.038
H 4.404 0.696 0.304
H 5.375 0.467 3.019
H 2.480 1.340 1.009
H 1.658 1.816 2.520
H 1.494 0.195 1.906
C -8.101 0.546 -0.764
N -7.161 -0.490 -0.334
C -5.925 -0.231 0.114
C -5.212 -1.413 0.739
O -5.382 0.866 0.037
H -8.948 0.058 -1.239
H -7.590 1.246 -1.418
H -8.508 1.056 0.113
H -7.580 -1.390 -0.204
H -5.888 -2.195 1.098
H -4.673 -1.083 1.624
H -4.565 -1.928 0.030
C 0.843 -2.880 -3.275
N 0.832 -4.337 -3.175
C 1.828 -5.154 -3.611
C 2.719 -4.648 -4.742
O 2.055 -6.251 -3.142
H 0.824 -2.454 -2.270
H -0.099 -2.597 -3.759
H 1.669 -2.457 -3.834
H 0.326 -4.742 -2.400
H 2.305 -3.960 -5.481
H 3.005 -5.528 -5.318
H 3.627 -4.212 -4.331
C 5.558 0.829 -7.871
N 4.593 0.594 -6.809
C 4.864 -0.125 -5.711
C 3.759 -0.191 -4.660
O 5.930 -0.694 -5.529
H 5.841 1.885 -7.856
H 5.114 0.632 -8.847
H 6.456 0.233 -7.761
H 3.663 0.909 -7.017
H 3.433 0.836 -4.482
H 4.199 -0.610 -3.761
H 2.915 -0.776 -5.023
Cl -1.780 1.375 -3.143
C -2.260 -0.272 -3.465
Cl -3.111 -1.099 -2.146
H -2.904 -0.304 -4.337
H -1.362 -0.845 -3.675
Cl 1.980 -4.858 0.623
C 1.743 -3.293 1.409
Cl 2.029 -3.329 3.170
H 2.434 -2.595 0.954
H 0.715 -3.014 1.221
Cl 5.785 -3.801 -2.845
C 4.519 -3.614 -1.618
Cl 4.284 -1.937 -1.152
H 3.571 -3.974 -2.009
H 4.754 -4.247 -0.769
*
```

## Properties
HOMO level: -9.1351 eV
E_tot: -4950.14706 Eh
SMILES: Fc1ccccc1.CNC(C)=O.CNC(C)=O.CNC(C)=O.CNC(C)=O.CNC(C)=O.CNC(C)=O.CNC(C)=O.ClCCl.ClCCl.ClCCl


[2]
Molecular formula: C5H10N2O
Method: DFT, the ωB97M-V functional and the def2-TZVPD basis

```
! wB97M-V def2-TZVPD RIJCOSX def2/J DEFGRID3
* xyz 0 1
N 0.288 -0.106 1.308
C -0.730 0.506 0.674
C -0.817 0.226 -0.845
C 2.329 0.159 -0.168
C 3.517 -0.236 -0.535
C -2.057 -0.115 -0.024
N -3.032 0.753 -0.135
O -2.133 -1.483 0.241
H 0.062 -1.067 1.559
H 1.334 -0.168 0.490
H -0.820 1.535 1.021
H -1.083 1.027 -1.506
H -0.182 -0.587 -1.122
H 2.033 1.186 -0.406
H 3.960 -1.219 -0.511
H 4.016 0.552 -1.082
H -3.622 0.735 0.708
H -3.065 -1.697 0.332
*
```

## Properties
HOMO level: -8.1218 eV
E_tot: -380.98791 Eh